{
  "formula": "C5H10N3S",
  "method": "wB97M-V/def2-TZVPD",
  "charge": 1,
  "e_tot_ev": -20639.24887,
  "gap_ev": 8.24,
  "e_above_lowest_kcal_mol": 152.6,
  "homo_energy_ha": -0.5194,
  "elements": ["C", "C", "C", "C", "C", "N", "N", "N", "S", "H", "H", "H", "H", "H", "H", "H", "H", "H", "H"],
  "xyz": [[-2.7509, 0.1622, -1.3816], [0.3339, -1.1810, 0.6637], [2.5246, -0.0138, 0.3328], [0.3946, 1.2591, -0.0792], [1.0757, -0.2167, -0.1655], [-1.6465, 0.5781, -1.1087], [-3.0389, -0.5729, 1.3194], [-0.8558, 1.2527, -0.5538], [-3.7921, -0.6980, 0.1066], [-3.4192, 0.1062, -2.1773], [0.7420, -2.1335, 0.5981], [0.0259, -0.9249, 1.7425], [-0.7848, -1.3444, 0.3955], [2.6797, 0.3068, 1.4150], [3.1854, -0.7601, 0.0969], [3.0026, 0.9234, -0.1716], [0.9311, 1.9734, -0.6578], [0.3703, 1.7343, 0.8670], [1.0224, -0.4508, -1.2420]],
  "forces_ev_per_angstrom": [[-1.513, -1.558, 1.178], [-4.690, 0.340, 1.732], [-0.109, 4.395, 0.257], [3.324, -3.377, -0.233], [0.600, 3.204, 0.754], [1.421, 1.423, 0.409], [0.606, 0.067, 1.478], [-4.447, 0.711, -0.791], [-0.062, 0.205, -0.966], [0.002, 0.271, -2.051], [0.904, -1.754, 0.211], [1.686, 0.022, -1.196], [1.702, 0.201, -0.605], [-0.833, -0.937, -1.084], [1.345, -2.216, -0.398], [-0.920, -1.509, 0.383], [0.737, 0.585, -0.866], [-0.069, 0.117, 1.395], [0.315, -0.189, 0.393]],
  "lowdin_charge": [-0.179, -0.103, -0.066, -0.128, -0.360, 0.030, -0.369, 0.168, 0.991, 0.072, 0.064, 0.124, 0.056, 0.116, 0.041, 0.112, 0.142, 0.145, 0.145]
}